1.
{
  "formula": "C54H135N9O18",
  "method": "ωB97M-V/def2-TZVPD",
  "smiles": "COCCNCCOC.COCCNCCOC.COCCNCCOC.COCCNCCOC.COCCNCCOC.COCCNCCOC.COCCNCCOC.COCCNCCOC.COCCNCCOC",
  "lumo_energy_ev": 0.429,
  "gap_ev": 8.89,
  "symbols": ["C", "O", "C", "C", "N", "C", "C", "O", "C", "H", "H", "H", "H", "H", "H", "H", "H", "H", "H", "H", "H", "H", "H", "H", "C", "O", "C", "C", "N", "C", "C", "O", "C", "H", "H", "H", "H", "H", "H", "H", "H", "H", "H", "H", "H", "H", "H", "H", "C", "O", "C", "C", "N", "C", "C", "O", "C", "H", "H", "H", "H", "H", "H", "H", "H", "H", "H", "H", "H", "H", "H", "H", "C", "O", "C", "C", "N", "C", "C", "O", "C", "H", "H", "H", "H", "H", "H", "H", "H", "H", "H", "H", "H", "H", "H", "H", "C", "O", "C", "C", "N", "C", "C", "O", "C", "H", "H", "H", "H", "H", "H", "H", "H", "H", "H", "H", "H", "H", "H", "H", "C", "O", "C", "C", "N", "C", "C", "O", "C", "H", "H", "H", "H", "H", "H", "H", "H", "H", "H", "H", "H", "H", "H", "H", "C", "O", "C", "C", "N", "C", "C", "O", "C", "H", "H", "H", "H", "H", "H", "H", "H", "H", "H", "H", "H", "H", "H", "H", "C", "O", "C", "C", "N", "C", "C", "O", "C", "H", "H", "H", "H", "H", "H", "H", "H", "H", "H", "H", "H", "H", "H", "H", "C", "O", "C", "C", "N", "C", "C", "O", "C", "H", "H", "H", "H", "H", "H", "H", "H", "H", "H", "H", "H", "H", "H", "H"],
  "coordinates": [[23.30433, -11.70976, -26.70908], [23.98700, -10.52629, -26.97225], [23.27906, -9.57675, -27.82868], [24.30147, -8.54028, -28.29271], [24.52970, -7.53657, -27.33332], [23.43838, -6.59993, -27.12564], [23.27914, -5.73749, -28.39596], [22.59096, -6.43667, -29.41836], [22.44191, -5.58130, -30.53521], [22.42241, -11.50508, -26.10210], [23.98941, -12.27582, -26.07794], [23.07593, -12.24874, -27.62855], [22.44829, -9.15604, -27.26218], [22.79715, -10.13172, -28.63359], [24.10765, -8.11197, -29.27612], [25.21608, -9.04527, -28.60348], [24.65999, -8.04203, -26.46866], [23.73841, -5.87147, -26.37236], [22.52569, -7.08552, -26.78022], [24.28743, -5.50806, -28.74066], [22.74216, -4.87066, -28.01079], [22.27327, -6.09251, -31.48300], [23.29417, -4.92704, -30.71874], [21.54442, -4.97937, -30.39274], [20.23456, 4.52522, -36.40363], [20.89585, 5.14274, -35.30439], [21.95466, 4.40194, -34.66490], [21.42580, 3.01574, -34.19442], [20.24151, 3.14461, -33.35276], [20.51042, 3.72559, -32.05739], [21.20320, 2.84579, -31.05589], [21.39657, 3.60491, -29.86847], [21.69818, 2.82481, -28.75749], [20.92521, 3.80470, -36.84177], [19.89002, 5.24245, -37.14859], [19.39917, 3.95033, -36.00399], [22.32520, 4.99278, -33.82721], [22.89540, 4.34147, -35.21212], [22.19135, 2.44448, -33.66936], [21.11167, 2.34803, -34.99667], [19.59254, 3.72702, -33.86240], [19.52194, 4.03611, -31.71891], [21.03565, 4.66763, -32.21482], [22.14120, 2.44381, -31.43886], [20.46128, 2.08731, -30.80619], [22.54345, 2.28613, -29.18580], [20.86987, 2.21981, -28.38875], [22.12096, 3.44799, -27.96945], [13.83472, -21.11772, -33.93387], [14.03057, -19.98904, -33.09471], [13.23199, -19.98579, -31.89377], [13.70234, -18.89700, -30.98592], [15.10895, -19.22700, -30.65075], [15.82528, -18.08654, -30.10044], [17.24683, -18.39183, -29.69980], [18.00165, -18.55141, -30.86668], [19.38519, -18.30390, -30.90289], [13.74282, -22.05208, -33.38013], [14.66795, -21.26607, -34.62076], [12.87941, -21.00838, -34.44722], [13.34294, -20.92691, -31.35517], [12.15935, -19.86700, -32.04681], [13.17555, -18.99937, -30.03718], [13.77729, -17.97825, -31.56761], [15.66176, -19.53759, -31.43691], [15.36419, -17.46331, -29.33422], [15.85685, -17.38808, -30.93666], [17.24350, -19.28702, -29.07794], [17.63038, -17.51702, -29.17474], [20.04810, -18.72376, -30.14634], [19.62044, -17.24356, -30.81096], [19.83104, -18.87986, -31.71382], [17.28800, -14.74446, -11.96332], [16.14930, -15.09158, -12.80088], [15.00059, -14.25798, -12.64002], [13.96080, -14.65488, -13.75595], [14.56777, -14.57177, -15.05374], [14.53459, -13.21039, -15.63026], [15.19053, -13.09871, -17.04878], [15.17507, -11.76748, -17.49898], [15.26886, -11.69381, -18.88995], [17.36846, -13.67648, -11.76075], [18.18506, -15.12706, -12.45014], [17.12519, -15.31027, -11.04602], [15.27949, -13.21257, -12.77201], [14.61544, -14.41959, -11.63321], [12.96842, -14.20403, -13.76012], [13.72610, -15.66730, -13.42727], [15.52992, -14.80697, -14.85612], [15.00362, -12.60103, -14.85773], [13.52483, -12.80077, -15.65662], [14.72827, -13.81595, -17.72700], [16.25292, -13.33797, -17.00193], [16.03108, -12.20817, -19.47522], [15.24736, -10.65011, -19.20350], [14.27340, -11.96982, -19.23775], [26.06770, -11.16964, -34.54619], [26.84475, -10.20381, -35.16547], [26.12785, -8.88176, -35.21892], [27.21121, -7.78364, -35.49254], [26.76864, -6.45480, -35.13335], [27.90743, -5.53938, -35.16881], [27.63360, -4.27096, -34.37167], [27.46597, -4.41253, -32.91852], [28.49164, -5.13629, -32.16133], [26.33432, -12.22184, -34.64565], [25.02042, -11.21590, -34.84476], [26.10406, -10.90508, -33.48940], [25.50467, -8.67757, -34.34825], [25.49132, -8.99584, -36.09637], [27.38314, -7.86059, -36.56614], [28.14429, -8.06775, -35.00598], [26.45055, -6.46316, -34.17478], [27.88329, -5.19655, -36.20321], [28.84194, -5.97700, -34.81768], [26.70615, -3.81613, -34.71962], [28.42880, -3.54616, -34.54610], [28.60284, -4.80640, -31.12842], [29.48812, -5.07183, -32.59834], [28.27092, -6.20211, -32.10311], [17.71325, -5.82008, -27.64858], [18.05731, -7.15723, -27.67036], [17.08454, -7.99597, -28.27132], [17.10005, -8.16547, -29.82601], [18.38584, -8.88186, -30.18736], [18.47183, -9.48448, -31.54033], [18.03485, -10.91849, -31.57464], [18.02092, -11.30336, -32.95564], [17.83050, -12.72864, -33.19350], [18.59606, -5.18675, -27.56128], [16.94909, -5.53308, -26.92623], [17.44091, -5.40895, -28.62064], [16.09233, -7.70840, -27.92358], [17.03499, -8.96850, -27.78160], [17.07325, -7.18879, -30.30919], [16.18555, -8.66833, -30.14055], [19.27229, -8.42478, -30.02798], [19.49520, -9.47152, -31.91536], [17.98476, -8.94723, -32.35410], [17.02986, -11.10625, -31.19672], [18.60696, -11.61086, -30.95705], [17.65026, -12.93224, -34.24904], [17.11358, -13.08868, -32.45561], [18.73188, -13.23567, -32.84921], [23.99434, -16.58430, -40.89473], [22.60235, -16.97105, -40.97969], [21.94896, -16.07812, -41.96887], [20.46923, -16.58392, -42.09025], [20.27727, -17.97828, -42.40487], [18.90451, -18.34600, -41.88415], [17.73433, -17.67525, -42.63979], [16.51842, -17.74961, -41.84123], [16.18147, -19.10201, -41.57386], [24.48421, -17.41278, -40.38312], [24.11378, -15.64759, -40.35032], [24.46124, -16.52834, -41.87808], [22.43765, -16.19576, -42.93605], [21.94841, -15.03386, -41.65640], [19.80807, -15.95844, -42.69004], [20.07802, -16.29241, -41.11552], [21.00601, -18.56597, -42.02587], [18.92621, -18.14591, -40.81289], [18.72316, -19.42058, -41.86205], [17.57829, -17.94287, -43.68483], [17.81297, -16.59609, -42.50816], [15.16021, -19.02798, -41.20016], [16.79496, -19.58148, -40.81108], [16.07312, -19.73825, -42.45224], [11.87709, 7.56285, -21.28217], [10.88103, 6.50790, -21.43462], [11.36242, 5.16670, -21.43024], [11.91645, 4.69206, -22.73778], [10.94427, 4.75725, -23.82370], [11.38177, 4.25466, -25.08786], [11.91169, 2.80221, -25.13390], [13.31829, 2.74702, -24.87556], [14.17570, 3.49609, -25.70123], [11.93581, 8.24756, -22.12823], [12.88353, 7.14433, -21.28562], [11.79243, 8.10754, -20.34182], [10.52304, 4.53797, -21.13318], [12.10760, 4.95256, -20.66412], [12.25515, 3.67268, -22.55270], [12.79997, 5.29005, -22.96116], [10.77185, 5.75132, -23.87047], [12.12650, 4.96831, -25.44025], [10.50281, 4.46827, -25.69606], [11.73412, 2.37107, -26.11914], [11.34298, 2.20279, -24.42301], [14.60753, 4.34768, -25.17548], [13.75755, 3.72482, -26.68150], [14.95814, 2.76726, -25.91266], [5.99000, -5.03796, -36.21249], [6.74797, -6.07502, -35.59461], [6.69196, -5.90426, -34.14009], [7.49827, -7.03940, -33.36567], [8.87980, -6.97364, -33.68034], [9.47254, -8.30205, -33.88927], [10.83417, -8.12489, -34.50785], [10.69422, -7.70740, -35.88654], [11.91497, -7.80714, -36.68747], [6.30570, -3.99975, -36.10983], [4.93207, -5.13532, -35.96877], [5.90290, -5.33369, -37.25798], [5.69381, -6.13032, -33.76498], [6.93152, -4.92126, -33.73463], [7.10268, -8.03311, -33.57579], [7.39328, -6.85946, -32.29577], [8.84509, -6.54418, -34.59383], [8.79423, -8.85937, -34.53534], [9.55651, -8.87633, -32.96664], [11.28538, -9.11195, -34.40676], [11.42421, -7.40719, -33.93790], [12.62785, -7.22223, -36.10628], [11.84060, -7.27183, -37.63404], [12.34309, -8.80076, -36.81992]],
  "lowdin_charge": [-0.14, -0.21, -0.17, -0.23, -0.07, -0.19, -0.22, -0.20, -0.11, 0.08, 0.09, 0.09, 0.11, 0.12, 0.11, 0.12, 0.11, 0.12, 0.11, 0.13, 0.12, 0.08, 0.09, 0.08, -0.10, -0.20, -0.19, -0.20, -0.07, -0.22, -0.21, -0.20, -0.12, 0.09, 0.09, 0.08, 0.11, 0.11, 0.11, 0.11, 0.09, 0.13, 0.11, 0.12, 0.13, 0.08, 0.09, 0.09, -0.11, -0.19, -0.24, -0.19, -0.07, -0.23, -0.23, -0.19, -0.12, 0.08, 0.09, 0.08, 0.12, 0.12, 0.13, 0.12, 0.10, 0.12, 0.11, 0.13, 0.12, 0.08, 0.09, 0.09, -0.07, -0.22, -0.21, -0.21, -0.08, -0.17, -0.21, -0.18, -0.14, 0.08, 0.08, 0.08, 0.10, 0.12, 0.12, 0.11, 0.09, 0.10, 0.12, 0.12, 0.12, 0.09, 0.09, 0.09, -0.17, -0.20, -0.13, -0.22, -0.07, -0.23, -0.19, -0.21, -0.09, 0.08, 0.08, 0.08, 0.11, 0.12, 0.12, 0.11, 0.10, 0.12, 0.11, 0.12, 0.11, 0.08, 0.08, 0.07, -0.15, -0.17, -0.23, -0.15, -0.05, -0.22, -0.24, -0.22, -0.08, 0.09, 0.09, 0.08, 0.11, 0.12, 0.10, 0.12, 0.10, 0.12, 0.12, 0.11, 0.12, 0.09, 0.08, 0.08, -0.11, -0.21, -0.17, -0.25, -0.05, -0.19, -0.18, -0.20, -0.14, 0.08, 0.08, 0.08, 0.11, 0.12, 0.11, 0.11, 0.10, 0.12, 0.10, 0.13, 0.11, 0.09, 0.08, 0.09, -0.08, -0.18, -0.24, -0.23, -0.07, -0.22, -0.18, -0.21, -0.12, 0.08, 0.07, 0.08, 0.12, 0.12, 0.12, 0.12, 0.11, 0.10, 0.12, 0.11, 0.12, 0.09, 0.09, 0.08, -0.13, -0.18, -0.18, -0.23, -0.07, -0.21, -0.22, -0.20, -0.08, 0.09, 0.08, 0.08, 0.11, 0.12, 0.11, 0.11, 0.09, 0.12, 0.12, 0.11, 0.12, 0.07, 0.08, 0.08]
}

---

2.
{
  "formula": "C4H8NO2",
  "method": "ωB97M-V/def2-TZVPD",
  "total_charge": -1,
  "lumo_energy_ev": 3.606,
  "gap_ev": 5.99,
  "symbols": ["O", "C", "C", "C", "N", "C", "O", "H", "H", "H", "H", "H", "H", "H", "H"],
  "coordinates": [[-2.66779, 0.25232, 0.11083], [-1.51770, 0.83499, 0.48405], [-0.29866, -0.02081, 0.00794], [-0.25094, -0.32031, -1.50099], [0.92682, 0.72945, 0.51142], [1.77106, -0.09044, 0.95704], [2.28151, -1.20774, 0.32827], [-1.46703, 1.88272, 0.09832], [-1.39097, 0.97300, 1.58965], [-0.56044, -1.26960, -1.93310], [-1.02889, 0.30926, -1.97377], [0.71231, 0.07152, -1.81877], [-0.46991, -0.93978, 0.57693], [1.43468, -1.40498, 0.85493], [2.52595, 0.20041, 1.70726]],
  "lowdin_charge": [-0.36, -0.54, -0.38, -0.07, 0.09, -0.40, -0.01, 0.08, 0.07, 0.06, 0.07, 0.06, 0.11, 0.09, 0.11]
}

---

3.
{
  "formula": "C23H37GdN2O",
  "method": "ωB97M-V/def2-TZVPD",
  "total_charge": 2,
  "spin_multiplicity": 8,
  "s2": 16.317,
  "lumo_energy_ev": [-8.107, -8.089],
  "gap_ev": [5.79, 5.75],
  "symbols": ["C", "H", "H", "H", "C", "H", "H", "C", "H", "H", "H", "C", "C", "C", "C", "C", "C", "C", "C", "C", "C", "Gd", "H", "H", "H", "H", "H", "H", "H", "H", "H", "H", "H", "H", "H", "H", "H", "C", "C", "N", "C", "C", "C", "O", "C", "C", "C", "C", "N", "C", "H", "H", "H", "H", "H", "H", "H", "H", "H", "H", "H", "H", "H", "H"],
  "coordinates": [[-0.97852, -4.00180, -0.63646], [-1.65626, -3.62781, -1.29214], [-0.01829, -4.46667, -1.05985], [-1.04834, -0.59598, -0.87608], [-1.34729, -4.11791, 0.83172], [-0.48093, -4.14993, 1.49364], [-1.98018, -3.26798, 1.09554], [-2.17190, -5.41107, 0.85117], [-2.40094, -5.62195, 1.90071], [-3.08275, -5.25773, 0.31677], [-1.60806, -6.21779, 0.43335], [2.44606, -0.89163, 0.09490], [2.42588, -2.08157, 0.88779], [2.19749, -3.19273, 0.00746], [2.06553, -2.67812, -1.32485], [2.20059, -1.25526, -1.26116], [2.26302, -0.32837, -2.41951], [1.97385, -3.49724, -2.55989], [2.24591, -4.62851, 0.38415], [2.81529, -2.17927, 2.31618], [2.84969, 0.45718, 0.56402], [-0.05564, -2.01435, 0.00330], [1.56510, -2.90701, -3.38780], [2.94958, -3.90349, -2.88420], [1.31292, -4.35928, -2.42324], [1.80648, -0.78070, -3.30776], [1.71619, 0.59960, -2.20169], [3.29543, -0.04153, -2.68982], [2.77155, 0.53177, 1.65580], [3.89305, 0.68925, 0.29328], [2.21817, 1.24239, 0.13143], [2.40490, -3.08541, 2.77379], [3.90982, -2.21640, 2.44015], [2.44907, -1.31415, 2.88231], [1.44679, -5.20243, -0.09719], [3.19777, -5.09771, 0.08903], [2.13266, -4.75414, 1.46752], [-0.35098, 5.77564, 2.72298], [-1.37715, 5.76216, 1.61376], [-1.56561, 4.42663, 1.02786], [-2.93214, 3.85730, 1.09104], [-3.88801, 4.43784, 0.06718], [-0.53818, 3.94649, 0.27680], [0.55949, 4.42365, 0.25783], [-0.86513, 2.73709, -0.54004], [-1.39654, 2.90389, -1.84449], [-1.58617, 1.78831, -2.62486], [-1.16636, 0.57480, -2.22896], [-0.79456, 0.41726, -0.91411], [-0.57237, 1.50062, -0.00896], [-0.63968, 5.08454, 3.51965], [-0.29383, 6.78590, 3.13582], [0.62527, 5.49346, 2.32490], [-2.36181, 6.06918, 1.97515], [-1.05205, 6.44153, 0.81164], [-2.85741, 2.76967, 0.97704], [-3.29708, 4.06982, 2.10247], [-3.57985, 4.18374, -0.95165], [-4.88496, 4.01961, 0.23764], [-3.94583, 5.52698, 0.16479], [-1.62866, 3.86926, -2.23023], [-2.01781, 1.74771, -3.63196], [-1.19388, -0.31310, -2.84209], [-0.12242, 1.32575, 1.01845]],
  "mulliken_spin": [-0.47, -0.03, 0.01, 0.13, -0.06, -0.01, 0.00, 0.00, -0.01, 0.00, 0.00, -0.04, 0.07, -0.24, 0.12, -0.06, 0.00, 0.01, -0.01, 0.01, 0.01, 7.54, 0.00, 0.00, 0.00, 0.00, 0.00, 0.00, -0.01, 0.00, 0.00, 0.00, 0.00, 0.00, 0.00, 0.00, 0.00, 0.00, 0.00, 0.00, 0.00, 0.00, 0.00, 0.00, 0.02, 0.00, 0.03, 0.00, 0.03, -0.02, 0.00, 0.00, 0.00, 0.00, 0.00, 0.00, 0.00, 0.00, 0.00, 0.00, 0.00, 0.00, 0.00, -0.02]
}

---

Number 1: molecular weight 1198.72 Da, total energy -108432.983 eV. Number 2: molecular weight 102.11 Da, total energy -9859.109 eV. Number 3: molecular weight 514.81 Da, total energy -50294.304 eV.